6
Properties=species:S:1:pos:R:3 method="wB97M-V/def2-TZVPD" orbital_gap_ev=11.04
C -0.487 0.044 0.145
C 1.024 -0.189 0.169
H -0.695 -1.669 0.264
N 2.163 0.028 -0.127
O -1.241 -0.902 -0.126
O -0.968 1.195 -0.031

183
Properties=species:S:1:pos:R:3 method="wB97M-V/def2-TZVPD" orbital_gap_ev=8.98 total_charge=-1
As 28.262 13.108 -16.822
F 28.961 12.832 -18.402
F 26.978 11.941 -17.206
F 27.396 13.428 -15.280
F 29.537 14.171 -16.348
F 27.303 14.385 -17.537
F 29.180 11.784 -16.142
C 23.098 14.721 -15.652
C 21.728 14.459 -15.854
C 21.266 13.717 -16.934
C 22.223 13.098 -17.729
C 23.581 13.320 -17.549
C 23.996 14.202 -16.539
N 21.839 12.340 -18.941
O 20.649 12.128 -19.081
O 22.689 11.879 -19.670
H 23.386 15.323 -14.800
H 21.063 14.853 -15.099
H 20.210 13.504 -17.019
H 24.319 12.938 -18.238
H 25.075 14.315 -16.557
C 23.799 9.227 -17.092
C 22.480 9.150 -17.560
C 21.501 9.767 -16.812
C 21.786 10.497 -15.654
C 23.112 10.581 -15.263
C 24.142 9.955 -15.952
N 20.721 11.187 -14.956
O 20.936 11.954 -14.053
O 19.598 11.042 -15.407
H 24.598 8.724 -17.625
H 22.250 8.504 -18.394
H 20.452 9.581 -17.010
H 23.291 11.107 -14.332
H 25.169 10.125 -15.663
C 24.096 12.917 -12.282
C 25.184 12.599 -13.096
C 26.361 12.182 -12.540
C 26.515 12.195 -11.162
C 25.403 12.357 -10.345
C 24.169 12.719 -10.919
N 27.832 11.992 -10.525
O 28.705 11.549 -11.248
O 27.955 12.177 -9.340
H 23.148 13.231 -12.705
H 24.955 12.699 -14.150
H 27.228 11.936 -13.141
H 25.411 12.246 -9.270
H 23.383 12.962 -10.218
C 27.027 10.632 -21.109
C 26.089 10.383 -20.140
C 24.834 9.900 -20.465
C 24.581 9.603 -21.789
C 25.552 9.753 -22.796
C 26.779 10.296 -22.438
N 23.294 9.001 -22.160
O 22.427 8.947 -21.304
O 23.092 8.739 -23.330
H 28.000 10.992 -20.797
H 26.354 10.695 -19.136
H 24.095 9.741 -19.696
H 25.301 9.583 -23.831
H 27.506 10.341 -23.238
C 37.347 11.306 -18.879
C 36.640 12.234 -17.903
O 35.255 12.234 -18.202
C 34.451 12.822 -17.308
O 34.820 13.392 -16.316
O 33.217 12.690 -17.735
C 32.181 13.539 -17.231
H 38.415 11.295 -18.640
H 37.306 11.761 -19.867
H 37.022 10.274 -18.784
H 37.047 13.244 -17.999
H 36.820 11.925 -16.871
H 32.597 14.551 -17.271
H 31.844 13.354 -16.217
H 31.406 13.563 -17.988
C 21.775 17.445 -11.778
C 23.161 16.824 -11.849
O 24.064 17.800 -12.349
C 25.373 17.526 -12.517
O 26.193 18.354 -12.731
O 25.625 16.233 -12.394
C 26.871 15.804 -12.946
H 21.086 16.833 -11.201
H 21.448 17.472 -12.825
H 21.739 18.495 -11.497
H 23.205 15.884 -12.398
H 23.432 16.605 -10.809
H 27.770 16.220 -12.501
H 26.807 16.051 -14.005
H 27.002 14.727 -12.886
C 31.660 20.796 -20.027
C 31.913 19.336 -19.601
O 30.997 18.466 -20.201
C 30.753 17.274 -19.659
O 31.135 16.872 -18.594
O 30.005 16.586 -20.506
C 29.541 15.318 -20.048
H 31.557 20.831 -21.117
H 32.541 21.341 -19.700
H 30.694 21.162 -19.687
H 31.888 19.448 -18.512
H 32.932 19.021 -19.839
H 28.678 15.132 -20.683
H 29.204 15.293 -19.014
H 30.248 14.494 -20.136
C 28.320 8.459 -15.282
C 27.211 7.834 -16.112
O 27.685 7.826 -17.464
C 26.994 7.265 -18.433
O 25.903 6.746 -18.351
O 27.709 7.359 -19.540
C 27.134 6.998 -20.784
H 28.503 9.480 -15.628
H 29.239 7.918 -15.502
H 28.003 8.527 -14.244
H 26.210 8.258 -16.026
H 27.076 6.779 -15.848
H 26.662 6.015 -20.719
H 27.848 6.940 -21.599
H 26.355 7.728 -20.997
C 30.100 5.416 -17.977
C 31.366 6.257 -18.136
O 31.156 7.599 -18.540
C 30.634 7.797 -19.769
O 30.687 6.946 -20.623
O 30.211 9.015 -19.957
C 30.177 9.976 -18.882
H 29.380 5.899 -17.315
H 30.339 4.476 -17.480
H 29.632 5.300 -18.952
H 32.092 5.782 -18.803
H 31.965 6.246 -17.223
H 29.119 10.210 -18.791
H 30.806 10.842 -19.069
H 30.484 9.589 -17.914
C 31.550 15.662 -14.275
C 30.195 15.963 -13.663
O 29.513 17.135 -14.131
C 29.815 18.356 -13.689
O 29.040 19.250 -13.670
O 31.094 18.378 -13.266
C 31.650 19.556 -12.739
H 31.508 15.852 -15.349
H 31.827 14.611 -14.191
H 32.341 16.246 -13.809
H 30.191 16.014 -12.573
H 29.566 15.122 -13.956
H 32.690 19.613 -13.050
H 31.593 19.626 -11.650
H 31.079 20.427 -13.073
C 24.265 19.718 -18.773
C 24.121 18.637 -17.732
O 24.778 19.020 -16.513
C 26.074 18.819 -16.273
O 26.580 19.125 -15.242
O 26.667 18.230 -17.312
C 27.827 17.392 -17.180
H 25.287 19.815 -19.143
H 23.891 20.667 -18.389
H 23.709 19.509 -19.691
H 24.354 17.637 -18.095
H 23.099 18.543 -17.361
H 27.787 16.652 -16.380
H 28.607 18.073 -16.828
H 27.906 16.966 -18.173
C 25.863 13.640 -20.222
C 25.390 15.061 -19.950
O 24.786 15.540 -21.152
C 23.652 16.235 -21.114
O 23.063 16.588 -20.132
O 23.310 16.426 -22.394
C 22.141 17.160 -22.665
H 26.471 13.222 -19.424
H 26.457 13.631 -21.140
H 25.042 12.952 -20.432
H 26.227 15.746 -19.792
H 24.690 15.096 -19.117
H 22.412 18.192 -22.915
H 21.368 17.260 -21.904
H 21.667 16.810 -23.581

193
Properties=species:S:1:pos:R:3 method="wB97M-V/def2-TZVPD" orbital_gap_ev=8.41 total_charge=-1
O -2.779 -0.786 -0.830
C -1.989 -0.272 -0.084
O -0.763 0.107 -0.402
B -0.055 0.577 0.800
O -1.087 0.659 1.840
C -2.192 0.087 1.407
O -3.188 -0.140 2.021
O 0.549 1.899 0.462
C 1.831 1.915 0.662
O 2.626 2.807 0.553
C 2.214 0.523 1.180
O 1.112 -0.213 1.221
O 3.274 0.205 1.647
C 0.075 1.700 6.686
C 0.387 0.954 5.386
C -0.318 -0.405 5.383
O -0.201 1.785 4.392
H 0.373 2.746 6.615
H 0.551 1.195 7.533
H -0.990 1.692 6.936
H 1.475 0.833 5.370
H -0.356 -0.717 4.332
H -1.372 -0.220 5.597
H 0.232 -1.153 5.947
H -0.473 1.285 3.612
C -0.747 -3.113 2.664
C -0.316 -4.393 1.926
C -1.297 -5.556 2.049
O -0.209 -4.014 0.557
H -1.097 -3.456 3.652
H -1.644 -2.662 2.235
H 0.104 -2.449 2.758
H 0.604 -4.718 2.414
H -1.267 -5.933 3.075
H -0.856 -6.348 1.440
H -2.294 -5.280 1.713
H -1.084 -4.027 0.140
C 5.521 3.151 3.858
C 6.268 3.626 2.612
C 6.080 2.719 1.406
O 5.840 4.963 2.303
H 5.440 2.061 3.830
H 4.531 3.594 3.783
H 6.114 3.366 4.745
H 7.347 3.663 2.813
H 6.423 1.712 1.664
H 6.776 3.025 0.616
H 5.064 2.659 1.021
H 5.744 5.012 1.346
C -4.269 -5.078 -1.523
C -4.002 -3.756 -0.825
C -4.576 -3.707 0.584
O -2.576 -3.604 -0.742
H -5.335 -5.329 -1.525
H -3.841 -5.919 -0.970
H -3.900 -5.072 -2.547
H -4.460 -2.953 -1.409
H -5.642 -3.446 0.620
H -4.134 -2.895 1.168
H -4.513 -4.637 1.152
H -2.504 -2.645 -0.876
C -0.370 0.611 -4.320
C 0.072 1.909 -3.689
C 1.358 1.713 -2.886
O 0.384 2.921 -4.660
H -1.151 0.025 -3.838
H 0.396 0.028 -4.835
H -0.963 0.856 -5.231
H -0.701 2.252 -2.996
H 2.227 1.721 -3.545
H 1.375 0.756 -2.356
H 1.444 2.499 -2.135
H 0.082 2.587 -5.509
C 3.187 -3.351 5.009
C 3.576 -2.265 3.988
C 5.064 -2.137 3.745
O 2.892 -2.516 2.759
H 2.179 -3.176 5.374
H 3.831 -3.153 5.879
H 3.493 -4.349 4.694
H 3.070 -1.402 4.442
H 5.702 -2.137 4.629
H 5.236 -1.177 3.246
H 5.385 -2.893 3.027
H 2.664 -1.639 2.422
C 0.920 -2.357 -2.598
C 1.709 -3.557 -2.071
C 2.445 -4.253 -3.218
O 2.664 -3.094 -1.116
H 0.318 -1.876 -1.829
H 0.195 -2.752 -3.322
H 1.544 -1.628 -3.120
H 0.964 -4.205 -1.613
H 1.706 -4.793 -3.816
H 3.249 -4.906 -2.888
H 2.878 -3.487 -3.873
H 3.284 -2.556 -1.625
C -3.515 4.360 2.879
C -3.193 3.990 4.304
C -3.543 2.571 4.707
O -1.740 4.158 4.366
H -4.596 4.299 2.692
H -3.118 3.664 2.137
H -3.144 5.361 2.678
H -3.553 4.741 5.015
H -4.635 2.520 4.600
H -3.258 2.258 5.710
H -3.159 1.837 3.996
H -1.375 3.391 4.826
C -5.462 -1.070 5.001
C -6.713 -0.287 5.297
C -7.715 -0.442 4.155
O -7.321 -0.683 6.528
H -4.763 -1.023 5.839
H -5.038 -0.642 4.091
H -5.630 -2.145 4.862
H -6.336 0.729 5.433
H -8.121 -1.457 4.151
H -7.178 -0.321 3.210
H -8.564 0.239 4.170
H -7.354 -1.643 6.568
C 2.991 7.189 -1.999
C 3.463 5.747 -1.785
C 4.938 5.523 -2.096
O 3.252 5.437 -0.403
H 3.771 7.833 -2.408
H 2.612 7.570 -1.054
H 2.178 7.229 -2.729
H 2.839 5.050 -2.353
H 5.575 6.287 -1.643
H 5.094 5.554 -3.178
H 5.274 4.571 -1.686
H 2.951 4.526 -0.288
C 6.507 -3.036 -1.939
C 7.028 -1.731 -1.334
C 8.331 -1.282 -2.020
C 8.249 -0.369 -3.254
C 7.315 0.758 -2.880
C 5.922 0.246 -2.545
N 6.028 -0.663 -1.410
O 4.761 -1.038 -0.938
C 5.104 1.447 -2.078
C 5.205 -0.335 -3.772
C 7.326 -1.895 0.168
H 7.056 -3.925 -1.610
H 6.525 -2.997 -3.031
H 5.492 -3.310 -1.640
H 9.070 -0.964 -1.281
H 8.802 -2.203 -2.397
H 7.857 -0.926 -4.109
H 9.274 -0.104 -3.518
H 7.254 1.438 -3.739
H 7.720 1.355 -2.059
H 4.058 1.190 -1.916
H 5.460 1.816 -1.113
H 5.152 2.350 -2.692
H 5.527 -1.324 -4.112
H 4.156 -0.513 -3.524
H 5.304 0.339 -4.624
H 8.149 -2.572 0.398
H 6.441 -2.205 0.728
H 7.548 -0.888 0.529
H 4.682 -0.652 -0.055
C -8.442 2.294 -5.199
C -7.537 1.108 -4.926
C -6.089 1.534 -5.299
C -5.002 0.570 -4.878
C -5.070 0.223 -3.389
C -6.467 -0.237 -2.983
N -7.449 0.705 -3.522
O -8.745 0.524 -2.953
C -6.706 -1.702 -3.425
C -6.595 -0.221 -1.459
C -7.952 -0.075 -5.804
H -8.143 3.130 -4.564
H -9.471 2.067 -4.889
H -8.531 2.474 -6.266
H -6.098 1.705 -6.378
H -5.941 2.477 -4.763
H -4.013 1.010 -5.029
H -5.053 -0.345 -5.473
H -4.696 1.071 -2.803
H -4.345 -0.523 -3.048
H -7.759 -1.959 -3.299
H -6.464 -1.868 -4.472
H -6.083 -2.337 -2.797
H -6.090 -1.078 -1.004
H -6.234 0.714 -1.034
H -7.609 -0.420 -1.109
H -8.177 0.305 -6.814
H -8.841 -0.619 -5.494
H -7.114 -0.721 -6.065
H -9.040 1.428 -2.805

57
Properties=species:S:1:pos:R:3 method="wB97M-V/def2-TZVPD" orbital_gap_ev=7.73 total_charge=-2
Ca -8.810 16.131 9.159
Cl -5.876 17.418 10.699
O -6.312 16.353 9.881
O -5.262 16.885 11.818
O -5.104 18.394 9.983
O -7.073 17.988 11.117
Cl -11.398 17.617 11.675
O -11.923 16.528 12.493
O -12.471 18.033 10.827
O -11.056 18.585 12.704
O -10.323 17.252 10.842
Cl -8.893 12.143 8.174
O -8.873 11.966 6.775
O -8.737 13.485 8.663
O -10.164 11.790 8.676
O -7.952 11.244 8.822
Cl -11.310 15.714 6.313
O -10.479 14.926 5.392
O -10.888 15.938 7.671
O -11.539 16.999 5.758
O -12.544 14.841 6.294
C -4.733 16.279 5.073
C -4.291 16.972 6.362
O -5.380 16.555 7.126
C -6.495 16.411 6.300
O -7.690 16.197 6.674
O -6.100 16.323 5.076
H -4.257 15.302 4.989
H -4.360 16.911 4.267
H -4.223 18.056 6.458
H -3.293 16.749 6.739
C -5.871 14.229 14.414
C -7.029 13.351 13.885
C -8.401 13.516 14.409
O -8.843 14.465 13.552
C -8.296 14.321 12.264
O -8.573 14.884 11.252
O -7.114 13.668 12.552
H -5.939 15.295 14.196
H -4.890 13.891 14.078
H -5.891 14.027 15.485
H -6.856 12.301 14.118
H -8.206 13.728 15.460
H -9.045 12.641 14.315
C -10.661 21.831 6.922
C -10.575 20.299 6.770
C -9.647 19.873 5.620
O -8.673 19.154 6.353
C -8.953 19.094 7.643
O -8.370 18.404 8.401
O -10.045 19.751 7.936
H -11.157 22.085 5.986
H -9.624 22.118 7.099
H -11.249 22.086 7.804
H -11.562 19.861 6.619
H -8.934 20.516 5.103
H -10.275 19.384 4.875

17
Properties=species:S:1:pos:R:3 method="wB97M-V/def2-TZVPD" orbital_gap_ev=8.65
C -2.004 0.042 -0.303
C -1.281 1.173 -0.242
C 0.199 0.661 -0.177
C 1.512 1.226 -0.136
C 2.651 0.446 0.027
C 2.428 -0.919 0.233
C 1.185 -1.512 0.219
C 0.095 -0.737 -0.241
H -1.650 2.189 -0.174
H 1.391 2.325 -0.192
H 3.620 0.927 -0.201
H 3.245 -1.602 0.628
H 0.994 -2.551 0.472
N -3.377 -0.128 0.049
O -3.966 0.765 0.622
O -3.806 -1.222 -0.283
O -1.236 -1.082 -0.301